C21H25FN3O2SiTi | ωB97M-V with the def2-TZVPD basis set

Structure (XYZ):
```
54
C21H25FN3O2SiTi (ωB97M-V with the def2-TZVPD basis set)
Ti -0.553 -0.875 -0.385
C -3.270 -4.015 -0.779
C -2.844 -2.594 -0.568
O -1.660 -2.316 -1.058
C -3.666 -1.689 0.056
C -3.405 -0.286 0.208
C -4.550 0.652 0.425
N -2.190 0.155 0.088
N -1.955 1.535 -0.049
C -0.994 1.712 -0.907
O -0.369 0.745 -1.539
C -0.560 3.104 -1.200
C 0.411 3.325 -2.170
C 0.839 4.617 -2.442
C 0.305 5.689 -1.744
C -0.662 5.469 -0.771
C -1.095 4.182 -0.498
H -3.102 -4.289 -1.821
H -4.313 -4.179 -0.519
H -2.645 -4.669 -0.166
H -4.646 -2.038 0.348
H -5.432 0.110 0.756
H -4.788 1.165 -0.509
H -4.283 1.421 1.148
H 0.825 2.481 -2.703
H 1.595 4.782 -3.200
H 0.643 6.695 -1.957
H -1.076 6.305 -0.222
H -1.843 3.999 0.261
C 1.381 1.841 1.827
Si 2.311 0.423 1.027
C 3.569 -0.264 2.236
C 3.170 1.035 -0.532
N 1.156 -0.839 0.655
C 1.469 -2.203 0.607
C 2.632 -2.745 0.037
C 2.839 -4.112 -0.024
C 1.884 -4.997 0.463
C 0.715 -4.503 1.018
C 0.541 -3.138 1.077
F -0.621 -2.651 1.611
H 2.023 2.320 2.571
H 0.487 1.487 2.345
H 1.072 2.609 1.115
H 4.333 0.491 2.442
H 4.080 -1.153 1.865
H 3.094 -0.525 3.184
H 3.294 2.121 -0.519
H 2.585 0.790 -1.421
H 4.162 0.590 -0.648
H 3.372 -2.064 -0.365
H 3.751 -4.490 -0.468
H 2.045 -6.065 0.404
H -0.059 -5.148 1.412
```

Properties
- HOMO level (alpha / beta): -7.89 / -8.17 eV
- 2S+1: 2
- Lowest unoccupied orbital energy (alpha / beta): 0.4 / 0.2 eV

Here are the natural (NBO) charges for atoms 1 to 5, given in e: 1.707 -0.666 0.477 -0.756 -0.441